Below is C34H35N2O4P2PdS as an isolated structure, with properties calculated with the ωB97M-V functional and the def2-TZVPD basis.

Each line ends with the Löwdin charge.
Element x y z (Å)
Pd  -0.02  -0.05  -0.23  0.712
O  3.07  0.20  0.58  0.017
C  2.44  0.64  -0.39  -0.610
O  1.72  -0.10  -1.19  -0.164
C  2.47  2.10  -0.71  -0.181
C  3.69  2.77  -0.73  -0.023
C  3.76  4.10  -1.10  -0.078
C  2.59  4.78  -1.42  -0.078
C  1.37  4.14  -1.36  -0.122
C  1.29  2.80  -1.00  -0.583
S  -0.33  2.10  -0.79  0.657
H  4.59  2.21  -0.48  0.121
H  4.72  4.60  -1.14  0.104
H  2.64  5.82  -1.71  0.107
H  0.46  4.68  -1.58  0.100
O  -1.67  -0.01  1.05  -0.466
P  -2.76  -0.96  1.47  0.781
C  -2.40  -2.71  1.06  -0.267
P  -1.03  -2.92  -0.13  0.745
O  0.17  -2.13  0.35  -0.406
C  -1.60  -2.40  -1.74  -0.304
C  -2.95  -2.33  -2.09  -0.083
C  -3.30  -1.89  -3.36  -0.061
C  -2.32  -1.53  -4.27  -0.051
C  -0.98  -1.61  -3.93  -0.045
C  -0.61  -2.05  -2.67  -0.073
C  -0.67  -4.67  -0.16  -0.284
C  -1.46  -5.56  -0.88  -0.067
C  -1.17  -6.92  -0.84  -0.064
C  -0.10  -7.38  -0.09  -0.060
C  0.70  -6.49  0.62  -0.061
C  0.41  -5.13  0.59  -0.064
C  -2.93  -0.87  3.26  -0.275
C  -3.95  -0.13  3.84  -0.058
C  -3.97  0.03  5.22  -0.055
C  -2.98  -0.54  6.01  -0.062
C  -1.96  -1.28  5.43  -0.076
C  -1.93  -1.44  4.05  -0.091
C  -4.31  -0.54  0.70  -0.316
C  -4.33  0.54  -0.18  -0.052
C  -5.51  0.86  -0.84  -0.051
C  -6.65  0.10  -0.62  -0.056
C  -6.63  -0.98  0.25  -0.062
C  -5.46  -1.31  0.91  -0.090
H  -3.30  -3.20  0.69  0.073
H  -2.08  -3.24  1.96  0.074
H  -3.73  -2.59  -1.39  0.096
H  -4.35  -1.83  -3.63  0.111
H  -2.60  -1.19  -5.25  0.113
H  -0.22  -1.32  -4.63  0.118
H  0.44  -2.09  -2.39  0.109
H  -2.28  -5.20  -1.48  0.109
H  -1.78  -7.61  -1.40  0.112
H  0.12  -8.43  -0.06  0.112
H  1.54  -6.85  1.19  0.112
H  1.04  -4.42  1.12  0.108
H  -4.72  0.32  3.23  0.112
H  -4.77  0.61  5.68  0.115
H  -3.02  -0.42  7.08  0.114
H  -1.19  -1.73  6.04  0.113
H  -1.13  -2.02  3.60  0.107
H  -3.43  1.12  -0.34  0.098
H  -5.53  1.70  -1.52  0.115
H  -7.57  0.35  -1.14  0.113
H  -7.52  -1.57  0.42  0.112
H  -5.44  -2.14  1.60  0.117
N  0.88  1.16  5.20  0.006
C  0.29  1.97  4.14  -0.242
C  1.12  1.81  2.87  -0.146
N  1.24  0.35  2.60  0.161
H  0.21  0.96  5.93  0.069
H  1.66  1.63  5.63  0.086
H  1.46  -0.11  3.49  0.140
H  0.21  3.04  4.37  0.121
H  -0.72  1.61  3.95  0.111
H  2.13  2.20  2.99  0.138
H  0.65  2.27  2.01  0.101
H  0.35  0.00  2.24  0.092
H  1.99  0.15  1.89  0.096

Properties
- multiplicity = 1
- ΔE to the lowest compared entry with this formula, charge and spin (kJ/mol) = 8.2
- total charge = +1

---

Below is a 2-piece molecular cluster, C34H35N2O7S overall, with properties calculated with the ωB97M-V functional and the def2-TZVPD basis.

Each line ends with the Löwdin charge.
Element x y z (Å)
C  4.11  0.38  4.37  -0.083
C  3.03  0.51  5.25  -0.081
C  1.79  0.96  4.78  -0.057
C  1.63  1.27  3.42  -0.259
S  0.03  1.80  2.77  0.675
C  -1.03  0.40  2.75  -0.258
C  -2.41  0.56  3.09  -0.291
C  -3.22  -0.60  3.37  -0.067
C  -4.54  -0.49  3.77  -0.013
C  -5.11  0.78  3.97  -0.200
N  -6.40  0.93  4.54  -0.352
O  -6.78  2.09  4.85  0.004
O  -7.12  -0.08  4.72  0.006
C  -4.38  1.93  3.62  0.001
C  -3.09  1.82  3.14  -0.042
O  -0.44  2.80  3.70  -0.336
O  0.32  2.18  1.39  -0.339
C  2.71  1.14  2.54  -0.069
C  3.94  0.70  3.02  -0.100
H  5.07  0.01  4.72  0.100
H  3.15  0.28  6.31  0.099
H  0.94  1.08  5.46  0.119
H  -0.53  -0.53  3.00  0.094
H  -2.78  -1.59  3.24  0.110
H  -5.15  -1.37  3.97  0.112
H  -4.86  2.90  3.74  0.115
H  -2.58  2.72  2.82  0.098
H  2.58  1.41  1.49  0.098
H  4.78  0.60  2.33  0.091
C  4.66  -1.76  -1.82  -0.047
C  4.01  -0.89  -0.74  -0.538
C  3.96  -1.73  0.54  -0.067
C  4.88  0.35  -0.48  -0.040
C  2.60  -0.44  -1.17  -0.065
C  1.50  -0.51  -0.35  0.036
C  0.17  -0.23  -0.82  -0.176
C  -0.99  -0.40  -0.03  0.054
C  -2.19  -0.92  -0.58  -0.162
C  -2.23  -1.72  -1.79  -0.005
C  -3.43  -2.13  -2.33  0.008
C  -4.65  -1.84  -1.68  -0.160
N  -5.90  -2.18  -2.26  -0.327
O  -6.94  -1.87  -1.64  0.043
O  -5.92  -2.79  -3.35  0.042
C  -4.63  -1.12  -0.47  0.020
C  -3.45  -0.62  0.02  0.018
C  0.03  0.22  -2.17  0.016
C  1.08  0.33  -3.03  -0.071
C  0.88  0.69  -4.52  -0.549
C  1.38  2.11  -4.79  -0.048
C  -0.60  0.62  -4.92  -0.071
C  1.65  -0.30  -5.41  -0.048
C  2.45  0.21  -2.48  -0.269
O  3.44  0.71  -3.07  0.017
H  4.81  -1.19  -2.74  0.076
H  5.64  -2.10  -1.45  0.081
H  4.04  -2.64  -2.02  0.091
H  3.62  -1.14  1.39  0.051
H  3.31  -2.60  0.40  0.094
H  4.97  -2.09  0.77  0.088
H  4.40  0.99  0.27  0.067
H  5.86  0.03  -0.11  0.088
H  5.00  0.91  -1.41  0.079
H  1.59  -0.88  0.67  0.120
H  -0.97  -0.12  1.04  0.048
H  -1.29  -2.01  -2.28  0.120
H  -3.48  -2.69  -3.27  0.117
H  -5.58  -0.96  0.04  0.123
H  -3.48  0.04  0.89  0.105
H  -0.98  0.49  -2.51  0.118
H  2.44  2.19  -4.53  0.075
H  1.24  2.36  -5.84  0.082
H  0.81  2.82  -4.18  0.090
H  -1.02  -0.37  -4.70  0.084
H  -1.18  1.40  -4.41  0.084
H  -0.69  0.79  -6.00  0.086
H  1.31  -1.33  -5.21  0.088
H  1.46  -0.07  -6.46  0.082
H  2.73  -0.23  -5.22  0.078

Properties
- multiplicity = 1
- total charge = -1

---

Below is C34H35N6O3P2S3Sc as an isolated structure, with properties calculated with the ωB97M-V functional and the def2-TZVPD basis.

Each line ends with the Löwdin charge.
Element x y z (Å)
Sc  -0.62  -0.44  0.91  0.534
C  -6.19  1.30  1.58  -0.031
N  -5.07  0.40  1.39  -0.126
C  -5.16  -0.95  1.20  -0.033
C  -3.88  -1.40  1.04  -0.101
N  -3.02  -0.35  1.12  -0.009
C  -3.75  0.73  1.33  -0.450
P  -3.08  2.40  1.52  1.184
C  -1.87  1.96  2.80  -0.435
N  -1.10  0.88  2.80  0.001
C  -0.51  0.82  4.02  -0.106
C  -0.91  1.88  4.78  -0.026
N  -1.77  2.60  3.99  -0.120
C  -2.46  3.82  4.39  -0.029
C  -2.09  2.38  0.00  -0.439
N  -1.40  1.34  -0.45  -0.002
C  -0.99  1.66  -1.71  -0.113
C  -1.42  2.92  -2.02  -0.032
N  -2.11  3.37  -0.93  -0.120
C  -2.80  4.65  -0.84  -0.027
H  -7.09  0.71  1.72  0.090
H  -6.04  1.93  2.46  0.080
H  -6.33  1.94  0.71  0.090
H  -6.10  -1.47  1.20  0.120
H  -3.51  -2.40  0.87  0.090
H  0.19  0.03  4.26  0.119
H  -0.65  2.20  5.77  0.125
H  -2.06  4.14  5.35  0.092
H  -2.29  4.61  3.66  0.086
H  -3.53  3.65  4.48  0.086
H  -0.40  0.99  -2.31  0.095
H  -1.28  3.53  -2.90  0.126
H  -2.19  5.41  -1.33  0.095
H  -3.77  4.59  -1.33  0.095
H  -2.93  4.92  0.20  0.063
C  -1.73  -5.07  1.92  -0.145
C  -1.38  -3.76  1.24  -0.793
S  -0.82  -2.50  2.33  0.587
C  -1.47  -3.59  -0.10  -0.783
C  -1.93  -4.66  -1.05  -0.136
S  -1.03  -2.08  -0.90  0.567
H  -1.32  -5.08  2.92  0.048
H  -1.33  -5.93  1.38  0.067
H  -2.81  -5.20  2.00  0.076
H  -2.20  -5.58  -0.53  0.059
H  -1.14  -4.90  -1.77  0.063
H  -2.79  -4.33  -1.63  0.067
O  1.00  1.81  0.80  -0.367
S  1.90  1.10  1.72  0.464
O  2.17  1.77  2.96  -0.294
O  1.37  -0.28  1.88  -0.459
C  3.46  0.90  0.88  -0.256
C  4.59  1.42  1.49  -0.051
C  5.83  1.28  0.88  -0.067
C  5.92  0.62  -0.34  -0.065
C  4.78  0.12  -0.94  -0.084
C  3.53  0.24  -0.34  -0.329
P  2.02  -0.40  -1.21  1.101
C  2.51  -2.11  -1.58  -0.375
C  3.41  -2.80  -0.77  -0.077
C  3.65  -4.15  -0.96  -0.078
C  2.99  -4.84  -1.97  -0.088
C  2.08  -4.17  -2.77  -0.084
C  1.83  -2.82  -2.57  -0.151
C  2.31  0.53  -2.77  -0.360
C  2.14  1.91  -2.67  -0.117
C  2.35  2.73  -3.77  -0.084
C  2.72  2.18  -4.99  -0.095
C  2.89  0.81  -5.10  -0.083
C  2.69  -0.01  -3.99  -0.082
H  4.49  1.92  2.44  0.109
H  6.71  1.68  1.36  0.105
H  6.88  0.51  -0.83  0.105
H  4.86  -0.39  -1.90  0.115
H  3.93  -2.28  0.04  0.106
H  4.35  -4.67  -0.31  0.102
H  3.18  -5.89  -2.12  0.100
H  1.54  -4.70  -3.54  0.104
H  1.07  -2.33  -3.16  0.092
H  1.85  2.35  -1.72  0.100
H  2.23  3.80  -3.67  0.101
H  2.88  2.82  -5.85  0.099
H  3.18  0.37  -6.04  0.102
H  2.84  -1.08  -4.10  0.093

Properties
- multiplicity = 1
- ΔE to the lowest compared entry with this formula, charge and spin (kJ/mol) = 25.1
- total charge = 0

---

Asked for F_max across the records above, the calculation gives 0.238 3.314 0.297 eV/A in order.
Asked for E_tot across the records above, the calculation gives -79887.8630 -63968.4936 -122698.3637 eV in order.